1.
62
Properties=species:S:1:pos:R:3 method="wB97M-V/def2-TZVPD" homo_ev=-8.40 lumo_energy_ev=0.09 e_above_lowest_kcal_mol=37.8 charge=0 smiles="CCOc1cc(C(=O)NCc2ccc(-c3nc4ccccc4o3)cc2)cc(OCC)c1OCC"
C -0.639 -2.579 0.577
C -1.316 -2.520 -0.788
O -2.705 -2.265 -0.707
C -3.150 -1.024 -0.352
C -2.342 0.098 -0.261
C -2.883 1.320 0.131
C -1.996 2.507 0.307
O -2.084 3.274 1.244
N -1.070 2.652 -0.676
C 0.075 3.524 -0.538
C 1.332 2.713 -0.363
C 2.463 2.951 -1.133
C 3.591 2.166 -0.990
C 3.596 1.113 -0.076
C 4.757 0.264 0.074
N 4.836 -0.777 0.843
C 6.104 -1.265 0.665
C 6.762 -2.355 1.220
C 8.064 -2.576 0.820
C 8.702 -1.746 -0.102
C 8.065 -0.657 -0.667
C 6.761 -0.434 -0.268
O 5.888 0.535 -0.637
C 2.465 0.874 0.706
C 1.350 1.671 0.563
C -4.222 1.407 0.456
C -5.065 0.301 0.335
O -6.367 0.558 0.625
C -7.241 -0.448 1.114
C -6.747 -1.075 2.410
C -4.535 -0.920 -0.102
O -5.350 -2.028 -0.222
C -5.462 -2.593 -1.520
C -6.048 -1.618 -2.536
H -1.105 -3.349 1.185
H 0.415 -2.813 0.451
H -0.729 -1.630 1.100
H -0.823 -1.788 -1.440
H -1.258 -3.499 -1.272
H -1.282 0.022 -0.449
H -1.044 1.978 -1.424
H 0.157 4.181 -1.410
H -0.117 4.136 0.350
H 2.460 3.759 -1.850
H 4.468 2.354 -1.590
H 6.265 -2.993 1.933
H 8.609 -3.413 1.231
H 9.723 -1.961 -0.382
H 8.554 -0.012 -1.379
H 2.489 0.062 1.415
H 0.477 1.496 1.176
H -4.638 2.340 0.795
H -7.414 -1.224 0.363
H -8.176 0.095 1.286
H -7.517 -1.724 2.818
H -5.854 -1.666 2.224
H -6.514 -0.299 3.136
H -6.129 -3.447 -1.379
H -4.489 -2.956 -1.865
H -5.384 -0.766 -2.669
H -7.016 -1.250 -2.200
H -6.175 -2.119 -3.492

***

2.
62
Properties=species:S:1:pos:R:3 method="wB97M-V/def2-TZVPD" homo_ev=-8.13 lumo_energy_ev=-0.26 e_above_lowest_kcal_mol=3.3 charge=0 smiles="CCN(CC)CCNC(=O)c1ccc(NC(=O)c2cc(-c3ccco3)nc3ccccc23)cc1"
C -6.109 -4.541 0.133
C -5.215 -3.382 -0.296
N -4.658 -2.648 0.830
C -4.073 -1.385 0.398
C -3.742 -0.458 1.562
C -3.819 -3.441 1.701
C -2.459 -3.923 1.132
N -1.368 -3.041 1.467
C -0.724 -2.281 0.551
O -0.988 -2.327 -0.637
C 0.332 -1.375 1.088
C 0.342 -0.879 2.388
C 1.319 0.008 2.789
C 2.308 0.425 1.900
N 3.250 1.361 2.336
C 3.784 2.432 1.671
O 4.589 3.153 2.218
C 3.322 2.646 0.266
C 4.252 2.671 -0.739
C 3.818 2.821 -2.079
C 4.781 2.846 -3.157
C 4.594 2.993 -4.511
C 5.877 2.952 -5.092
C 6.750 2.784 -4.058
O 6.102 2.718 -2.890
N 2.549 2.919 -2.407
C 1.622 2.936 -1.436
C 0.266 3.053 -1.811
C -0.713 3.098 -0.860
C -0.383 3.058 0.503
C 0.921 2.939 0.900
C 1.951 2.840 -0.053
C 2.327 -0.102 0.611
C 1.338 -0.975 0.212
H -6.698 -4.875 -0.718
H -5.532 -5.389 0.492
H -6.786 -4.214 0.918
H -5.826 -2.670 -0.857
H -4.435 -3.753 -0.984
H -3.180 -1.532 -0.228
H -4.826 -0.892 -0.223
H -3.534 0.537 1.178
H -2.864 -0.793 2.108
H -4.586 -0.402 2.245
H -3.632 -2.858 2.607
H -4.400 -4.315 1.999
H -2.236 -4.922 1.519
H -2.499 -3.970 0.042
H -1.092 -3.000 2.434
H -0.431 -1.146 3.095
H 1.310 0.402 3.796
H 3.481 1.340 3.323
H 5.303 2.549 -0.526
H 3.650 3.113 -5.000
H 6.120 3.036 -6.131
H 7.819 2.700 -4.031
H 0.041 3.110 -2.864
H -1.750 3.181 -1.150
H -1.168 3.127 1.242
H 1.169 2.936 1.952
H 3.113 0.171 -0.075
H 1.327 -1.368 -0.793

***

3.
67
Properties=species:S:1:pos:R:3 method="wB97M-V/def2-TZVPD" homo_ev=-7.94 lumo_energy_ev=0.05 charge=0 smiles="C=C(S(=O)(=O)c1ccccc1)S(=O)(=O)c1ccccc1.CC(=O)N1CCN2CCN(C(C)=O)c3cncc1c32"
C -1.776 0.759 -0.707
C -3.015 0.777 -0.188
S -4.467 0.949 -1.250
O -4.451 -0.093 -2.247
O -5.602 1.122 -0.367
C -4.292 2.535 -2.106
C -4.860 3.695 -1.567
C -4.617 4.930 -2.175
C -3.885 5.012 -3.361
C -3.355 3.843 -3.911
C -3.556 2.605 -3.293
S -3.300 0.791 1.607
O -2.009 0.960 2.231
O -4.156 -0.327 1.928
C -4.248 2.295 1.974
C -5.554 2.198 2.450
C -6.270 3.367 2.720
C -5.691 4.622 2.522
C -4.379 4.698 2.047
C -3.638 3.539 1.804
H -1.652 0.798 -1.786
H -0.905 0.684 -0.062
H -5.472 3.634 -0.665
H -5.011 5.832 -1.710
H -3.718 5.976 -3.846
H -2.772 3.882 -4.828
H -3.139 1.691 -3.720
H -6.010 1.216 2.592
H -7.294 3.282 3.078
H -6.258 5.534 2.728
H -3.915 5.665 1.865
H -2.604 3.591 1.457
C 5.857 0.661 3.268
C 4.822 0.479 2.186
O 4.186 1.447 1.767
N 4.675 -0.813 1.660
C 5.561 -1.900 2.082
C 5.837 -2.854 0.940
N 4.596 -3.301 0.353
C 4.744 -4.413 -0.556
C 3.393 -5.022 -0.864
N 2.441 -4.003 -1.311
C 1.442 -4.321 -2.243
C 1.321 -5.769 -2.646
O 0.717 -3.474 -2.765
C 2.496 -2.734 -0.706
C 1.508 -1.751 -0.894
N 1.539 -0.565 -0.291
C 2.556 -0.248 0.509
C 3.616 -1.131 0.788
C 3.569 -2.406 0.165
H 5.935 -0.193 3.947
H 6.835 0.867 2.810
H 5.567 1.543 3.844
H 6.516 -1.496 2.422
H 5.102 -2.456 2.917
H 6.483 -2.369 0.180
H 6.351 -3.752 1.313
H 5.245 -4.093 -1.493
H 5.384 -5.150 -0.051
H 3.533 -5.771 -1.645
H 3.008 -5.528 0.037
H 1.552 -6.471 -1.840
H 0.289 -5.928 -2.968
H 1.974 -5.962 -3.509
H 0.677 -1.932 -1.559
H 2.543 0.744 0.938

***

4.
66
Properties=species:S:1:pos:R:3 method="wB97M-V/def2-TZVPD" homo_ev="-10.98 / -10.61" multiplicity=2 s2=0.783 lumo_energy_ev="-3.73 / -3.83" e_above_lowest_kcal_mol=0.0 charge=+1
V 0.152 0.092 0.065
O 0.202 -1.151 2.647
N 0.122 0.167 2.065
C 0.150 1.037 3.005
C 0.045 2.509 2.873
C 0.070 3.160 4.108
C -0.095 4.535 4.192
C -0.306 5.261 3.033
C -0.340 4.619 1.802
C -0.146 3.250 1.694
P -0.187 2.462 0.038
C 1.278 3.120 -0.818
C 1.377 2.917 -2.199
C 2.502 3.339 -2.890
C 3.548 3.947 -2.206
C 3.467 4.131 -0.834
C 2.335 3.721 -0.139
C -1.674 3.195 -0.682
C -2.889 2.732 -0.171
C -4.087 3.234 -0.646
C -4.071 4.205 -1.643
C -2.870 4.676 -2.147
C -1.664 4.174 -1.668
H -0.671 -1.532 2.482
H 0.241 0.653 4.016
H 0.208 2.581 5.012
H -0.072 5.024 5.155
H -0.447 6.333 3.083
H -0.519 5.202 0.906
H 0.561 2.453 -2.744
H 2.562 3.191 -3.960
H 4.426 4.277 -2.745
H 4.281 4.600 -0.299
H 2.280 3.883 0.930
H -2.907 1.985 0.615
H -5.021 2.867 -0.243
H -5.006 4.595 -2.023
H -2.866 5.438 -2.915
H -0.732 4.557 -2.059
C 4.957 -1.584 -0.006
N 4.267 -0.289 0.000
C 4.288 0.262 -1.357
N 3.749 -0.640 -2.375
C 4.453 -1.920 -2.302
N 4.414 -2.534 -0.973
C 3.089 -3.013 -0.608
P 1.880 -1.608 -0.562
C 2.907 -0.457 0.499
C 2.314 -0.842 -2.198
H 4.913 -2.020 0.993
H 6.003 -1.407 -0.261
H 5.328 0.472 -1.611
H 3.731 1.201 -1.374
H 5.501 -1.751 -2.557
H 4.028 -2.609 -3.033
H 3.113 -3.500 0.369
H 2.734 -3.745 -1.335
H 2.927 -0.859 1.515
H 2.460 0.553 0.590
H 1.806 0.126 -2.309
H 1.923 -1.480 -2.996
N -5.762 0.436 0.863
C -4.936 -0.281 0.497
N -3.990 -1.123 0.085
C -2.806 -0.784 -0.089
N -1.669 -0.503 -0.266

***

Calculated calculated total energy, -41671.257, -40557.108, -68367.518, -85187.812 eV (same order as the records).
Calculated maximum force, 0.02608, 0.02651, 0.03188, 0.02210 Eh/bohr (same order as the records).